Record 1
Below is the molecule C8H12BN3O2, with properties calculated with ωB97M-V/def2-TZVPD.

Values from the calculation:
LUMO level = 0.34 eV
SMILES = NC(N)=NCc1ccc(B(O)O)cc1
Energy above the lowest of the compared OMol25 structures with the same formula, charge and spin = 1.840 eV
Energy = -651.6949 Eh
HOMO-LUMO gap = 8.41 eV

Each line ends with the Löwdin charge.
Element x y z (Å)
N: -1.96747 3.76593 0.41438  0.08
C: -2.12553 2.51567 -0.23640  -0.50
N: -2.49340 2.46457 -1.58426  0.11
N: -2.04329 1.49079 0.54664  0.01
C: -2.08699 0.13628 0.19084  -0.24
C: -0.70461 -0.45638 0.28897  -0.19
C: -0.35950 -1.22911 1.40682  -0.03
C: 0.90347 -1.83867 1.47984  -0.01
C: 1.69952 -1.67157 0.37455  -0.13
B: 3.03650 -2.26961 0.09938  -0.61
O: 4.13106 -1.61058 0.72307  0.14
O: 3.18772 -3.43636 -0.67479  0.14
C: 1.43253 -0.84672 -0.69240  -0.04
C: 0.24004 -0.20838 -0.73556  -0.01
H: -1.37373 3.82018 1.27573  0.11
H: -1.91989 4.69790 0.02138  0.07
H: -2.73184 1.60245 -2.14550  0.11
H: -2.50155 3.30198 -2.15268  0.08
H: -2.91285 -0.21923 0.87252  0.13
H: -2.48400 0.13542 -0.84693  0.09
H: -1.04738 -1.36740 2.29298  0.13
H: 1.15099 -2.36372 2.43545  0.13
H: 4.84791 -2.25389 0.61716  0.09
H: 4.09008 -3.73930 -0.98609  0.13
H: 2.16710 -0.60505 -1.33380  0.09
H: -0.13490 0.18479 -1.65131  0.11

Force components x, y, z for each atom (eV/Å):
N 0.8787 0.5986 0.6795
C -0.2719 -1.4495 1.2502
N -0.1372 -0.0528 -1.0148
N 0.9033 3.5056 0.4813
C -1.6486 0.5560 -0.8962
C -0.2477 -0.7243 0.3793
C -0.1632 0.1197 0.8814
C -1.5367 0.4133 0.5996
C 0.8377 -0.5870 0.2391
B 2.9635 -1.2473 1.0218
O -0.5653 -1.6801 -1.1151
O 1.1811 0.4951 -0.0907
C -2.4222 0.0806 2.3476
C -2.4360 -0.8479 0.7164
H -1.0351 -1.1367 -1.2945
H -0.3601 -0.6788 -0.9627
H 0.5998 1.4646 1.7431
H 0.0911 -0.1999 0.4116
H 1.2323 -0.8202 -0.7147
H 0.2100 -1.1517 0.1350
H 0.5667 0.3490 -1.3362
H 0.1330 0.1835 -1.3186
H 0.4296 0.5833 0.2107
H -1.5600 0.8142 0.7884
H 2.3483 0.3564 -2.6816
H 0.0089 1.0565 -0.4600

Record 2
Below is the molecule C8H12BrN, with properties calculated with ωB97M-V/def2-TZVPD.

Values from the calculation:
LUMO level = 0.20 eV
SMILES = CC(C)[C@@]1(Br)C=CCC=N1
Energy above the lowest of the compared OMol25 structures with the same formula, charge and spin = 1.148 eV
Energy = -2940.7083 Eh
HOMO-LUMO gap = 9.67 eV

Each line ends with the Löwdin charge.
Element x y z (Å)
C: -1.89603 1.45097 -0.32823  -0.13
C: -0.58353 0.88376 -0.93431  -0.41
C: 0.62791 1.85096 -0.45138  -0.04
C: -0.34682 -0.50813 -0.37922  -0.70
Br: -1.91284 -1.76920 -0.88626  0.68
C: 0.83168 -1.12059 -0.71478  -0.23
C: 1.33832 -2.16600 -0.07111  -0.05
C: 0.61303 -2.61003 1.24798  -0.13
C: -0.07743 -1.36329 1.84047  -0.18
N: -0.45672 -0.33641 1.23044  0.10
H: -1.95829 1.61315 0.80350  0.09
H: -2.75287 0.68799 -0.68543  0.06
H: -2.27652 2.34248 -0.82230  0.06
H: -0.67251 0.67409 -1.99347  0.12
H: 0.52789 1.79783 0.67382  0.09
H: 0.25590 2.81044 -0.85373  0.07
H: 1.61583 1.67877 -0.91016  0.07
H: 1.29147 -0.91832 -1.65801  0.12
H: 2.35698 -2.39140 -0.46280  0.12
H: -0.23125 -3.36176 1.01124  0.12
H: 1.22396 -3.15220 1.96791  0.10
H: -0.03567 -1.26855 2.85235  0.08

Force components x, y, z for each atom (eV/Å):
C -2.4346 -1.6087 -0.7600
C 0.3442 0.3102 1.7389
C -2.2186 -0.5465 -0.6476
C -3.8894 2.1315 4.1188
Br 0.5543 0.4524 0.0326
C 2.6091 -2.7004 -1.4292
C 0.4385 0.2797 1.4110
C -0.8779 -0.2864 -1.7521
C 1.5504 -0.8195 -2.1993
N -0.2873 -0.7437 -2.9489
H 0.4571 -0.5183 -1.7818
H 1.7663 1.5280 1.3347
H 0.6027 0.4242 -0.0514
H 0.0592 0.8583 -0.5048
H 0.7435 0.3349 -1.3256
H 0.4908 -0.0545 0.6117
H -0.4088 -0.3125 0.5876
H 0.3128 0.7567 -0.4643
H -0.9562 -0.9311 0.9210
H 1.1470 1.1053 -0.0099
H 0.2256 0.3968 0.0257
H -0.2287 -0.0564 3.0927

Record 3
Below is a cluster of 6 separate species, C8H12Cl16 in total, with properties calculated with ωB97M-V/def2-TZVPD.

Values from the calculation:
LUMO level = 0.32 eV
SMILES = ClC(Cl)Cl.ClC(Cl)Cl.ClC(Cl)Cl.ClC(Cl)Cl.ClCCCl.ClCCCl
Energy above the lowest of the compared OMol25 structures with the same formula, charge and spin = 0.000 eV
Energy = -7675.0939 Eh
HOMO-LUMO gap = 11.30 eV

Each line ends with the Löwdin charge.
Element x y z (Å)
Cl: -0.96288 -0.46768 2.95846  0.52
C: -1.83952 0.78704 3.83028  -1.54
Cl: -1.96567 2.27542 2.87926  0.53
Cl: -1.04012 1.11782 5.37543  0.53
H: -2.84550 0.44652 4.03342  0.00
Cl: 5.46178 0.76879 -2.49501  0.54
C: 3.88071 0.11276 -2.06761  -1.58
Cl: 3.81720 -1.62682 -2.37141  0.52
Cl: 2.58794 0.94012 -2.91798  0.52
H: 3.74157 0.25835 -1.00434  -0.08
Cl: -0.58399 1.42058 -0.28503  0.56
C: 0.85839 1.83698 0.63022  -1.52
Cl: 1.75573 3.09390 -0.20987  0.55
Cl: 1.86859 0.40826 0.85787  0.57
H: 0.55915 2.19816 1.60529  -0.02
Cl: 0.14349 4.22531 -3.60813  0.53
C: -0.74687 2.71866 -3.69788  -1.59
Cl: -0.42376 1.86248 -5.21019  0.52
Cl: -2.48214 2.99738 -3.49904  0.52
H: -0.41123 2.07891 -2.89276  -0.07
Cl: 4.49457 -1.69554 1.10594  0.55
C: 3.19538 -2.90759 1.30087  -0.66
C: 2.41961 -2.65431 2.56937  -0.68
Cl: 1.41851 -4.07786 2.95785  0.56
H: 3.63053 -3.90330 1.27181  0.07
H: 2.58107 -2.82682 0.40369  0.06
H: 1.75546 -1.79796 2.48704  0.00
H: 3.08850 -2.46246 3.40547  0.07
Cl: -4.46223 -1.03087 -3.04582  0.54
C: -4.87249 -0.80168 -1.31245  -0.66
C: -3.61444 -0.52016 -0.55313  -0.65
Cl: -4.05272 -0.07942 1.15113  0.53
H: -5.35920 -1.70614 -0.96076  0.07
H: -5.55507 0.03995 -1.26193  0.07
H: -3.09287 0.34236 -0.95707  0.02
H: -2.94749 -1.37113 -0.47298  0.07

Force components x, y, z for each atom (eV/Å):
Cl -0.0552 0.0088 -0.0207
C 0.2029 0.2157 0.1359
Cl 0.0280 -0.0673 0.0820
Cl -0.1167 -0.0287 -0.0699
H 0.0003 -0.0976 -0.0336
Cl -0.0497 0.0026 -0.0337
C 0.1581 -0.1484 0.1570
Cl -0.0323 0.0017 -0.0896
Cl -0.0899 0.0608 -0.1716
H -0.0095 0.0220 -0.0230
Cl -0.2278 -0.0652 -0.0362
C 0.1241 -0.0303 -0.1976
Cl 0.0457 0.1554 0.1359
Cl 0.0827 0.0319 0.0727
H -0.0502 0.0114 0.0102
Cl 0.1005 0.1285 -0.0122
C -0.1025 -0.2076 -0.0985
Cl 0.0149 0.0635 0.0267
Cl 0.0614 -0.0542 0.0593
H -0.0225 0.0356 0.0586
Cl 0.0794 -0.0174 0.1874
C -0.1487 -0.1580 -0.6292
C 0.0795 0.2090 0.2307
Cl -0.0496 0.0096 -0.0232
H 0.2116 0.0923 0.2690
H -0.1444 0.0786 0.1577
H -0.0064 -0.0495 -0.1010
H 0.0237 -0.1985 0.0009
Cl -0.0055 -0.0515 0.1401
C -0.1423 -0.1011 -0.3614
C 0.1989 0.3638 0.7000
Cl -0.0876 -0.1126 -0.3107
H -0.0544 0.0145 -0.0201
H -0.0494 -0.0071 0.0501
H 0.0187 -0.0566 -0.0665
H 0.0143 -0.0539 -0.1752

Record 4
Below is the molecule C8H12Cl2OSi, with properties calculated with ωB97M-V/def2-TZVPD.

Values from the calculation:
LUMO level (alpha / beta) = -0.71 / -0.59 eV
Energy above the lowest of the compared OMol25 structures with the same formula, charge and spin = 3.198 eV
Energy = -1596.9812 Eh
HOMO-LUMO gap (alpha / beta) = 7.82 / 7.93 eV

Each line ends with the Löwdin charge.
Element x y z (Å)
C: -0.95538 1.14619 -0.05372  -0.01
C: -1.35749 1.97460 -0.97215  -0.40
C: -2.56960 2.54014 0.97976  -0.28
C: -2.65704 2.59105 -0.43158  -0.99
C: -0.80816 2.51061 -2.27869  -0.04
C: -0.12709 -1.75311 -0.44769  -0.19
C: -0.85482 -0.37531 2.37596  -0.16
C: 1.85600 0.06629 0.52504  -0.18
O: -2.47926 3.36820 1.82676  0.14
Si: -0.03733 -0.26456 0.66142  0.50
Cl: -3.26469 4.15298 -1.21326  0.58
Cl: -3.90269 1.22080 -0.81131  0.58
H: -0.69869 3.56781 -2.30406  0.06
H: -1.46311 2.19653 -3.11658  0.11
H: 0.12245 2.17277 -2.44576  0.03
H: -1.12315 -2.03859 -1.01589  0.08
H: 0.68451 -1.73590 -1.14162  0.01
H: -0.02641 -2.63580 0.11319  0.00
H: -0.56193 -0.98206 3.13395  -0.03
H: -1.16092 0.55653 2.89015  0.04
H: -1.78319 -0.93348 2.02297  0.06
H: 2.09102 0.97388 0.06903  -0.02
H: 2.27328 0.10660 1.67718  0.09
H: 2.42434 -0.75656 0.08334  0.01

Force components x, y, z for each atom (eV/Å):
C -0.1364 0.3388 0.2631
C -0.0298 1.8343 0.3265
C 2.3254 1.1163 3.0393
C -1.8468 -0.8158 -3.7399
C -3.2598 -0.4217 0.2083
C -3.3319 -0.4335 -1.2371
C -2.1577 0.7622 -2.5521
C 0.0867 -1.4096 4.3461
O -0.5645 -1.4832 -1.0719
Si 1.2379 0.2718 0.4535
Cl 0.3209 -0.7873 0.5257
Cl -0.1396 0.9689 -0.1219
H -0.4538 1.0121 0.2879
H 0.2909 0.2639 0.4045
H 3.2737 -1.6978 -0.5485
H 1.8033 1.1401 0.9226
H 0.4071 0.1530 -0.6065
H 0.5682 -1.2926 1.1327
H 1.7628 -2.0531 2.0217
H 0.1156 -0.2115 -0.8809
H 0.4342 0.9702 0.4690
H 0.4705 1.5199 -0.7474
H -0.8885 0.1426 -2.7564
H -0.2883 0.1120 -0.1384

Record 5
Below is a structure of composition C8H12ClI2NO5P, with properties calculated with ωB97M-V/def2-TZVPD.

Values from the calculation:
LUMO level = 0.15 eV
Total charge = -1
Energy = -2139.6480 Eh
HOMO-LUMO gap = 2.17 eV

Each line ends with the Löwdin charge.
Element x y z (Å)
C: 3.11124 0.72401 -1.09243  -0.16
C: 2.75292 2.30646 -0.82389  -0.26
C: 1.47911 2.56406 0.17598  -0.25
C: 0.01963 2.18587 -0.44575  -0.77
I: -0.76160 3.79116 -1.72183  0.75
C: -1.11788 2.14301 0.78080  -0.20
N: -1.59781 0.84516 1.00015  -0.10
C: -0.91353 -0.27121 0.18704  -0.95
I: 0.64439 -1.48256 1.23483  0.74
P: -2.28239 -1.53202 -0.32860  0.87
O: -2.86503 -2.43914 1.04023  -0.34
O: -1.61124 -2.60283 -1.56848  -0.35
C: -0.28709 0.67928 -1.01961  -0.57
Cl: -1.81368 0.97916 -2.08728  0.41
H: 2.59056 0.37673 -2.08969  0.07
H: 4.28346 0.66497 -1.30985  0.08
H: 2.91935 0.02442 -0.17418  0.02
H: 3.70535 2.76662 -0.27041  0.11
H: 2.68791 2.87567 -1.85359  0.11
H: 1.45677 3.73849 0.38894  0.10
H: 1.64233 2.06367 1.23955  0.12
H: -1.47039 3.15135 1.29589  0.11
H: -2.35876 0.53881 1.67015  0.15
H: -2.99331 -1.86049 1.85158  0.07
H: -0.88852 -2.11051 -2.08353  0.06
H: 0.44145 0.17310 -1.78282  0.10
C: -1.64335 -5.06447 1.94273  -1.10
O: -0.44429 -4.85226 1.84773  0.01
O: -2.30305 -5.77942 1.17966  0.09
O: -2.38254 -4.59709 2.81665  0.07

Force components x, y, z for each atom (eV/Å):
C 1.0710 0.5578 -0.6372
C 0.9854 -0.1855 0.7055
C 0.4431 1.0458 -0.2942
C -1.7984 -1.6711 3.7622
I 1.0227 0.6691 0.0103
C 1.2369 0.5286 -0.7582
N 0.8880 -1.5195 -1.0358
C -0.2074 3.2016 0.2611
I 0.3090 0.0540 0.2853
P -2.6231 -0.2291 -1.3074
O 1.8943 1.7048 -0.7164
O 1.1975 2.0537 1.5912
C -0.8046 -0.3539 -0.6387
Cl 0.6978 -1.1757 0.0957
H 0.9042 0.3698 2.2057
H -2.5095 0.1034 0.3900
H 0.0158 1.3994 -1.8959
H -2.1151 -0.8781 -1.1104
H -0.2184 -1.1029 2.1097
H -0.1130 -2.5515 -0.4489
H -0.4192 0.6748 -2.4863
H 0.6367 -2.8033 -1.0412
H 1.4758 1.0349 -1.1755
H 0.4766 -1.1205 -1.3131
H -1.3764 -0.9881 1.2459
H -1.1631 1.0639 2.0329
C -0.3559 -0.0890 -0.0866
O 2.3164 0.4299 -0.2137
O -0.7683 -1.8700 -2.3358
O -1.0987 1.6468 2.7999

Record 6
Below is a structure of composition C8H12F24Na5O6P4, with properties calculated with ωB97M-V/def2-TZVPD.

Values from the calculation:
2S+1 = 2
LUMO level (alpha / beta) = -2.24 / -1.98 eV
Energy = -5338.2151 Eh
Expectation value of S² = 0.750
HOMO-LUMO gap (alpha / beta) = 2.22 / 9.59 eV

Each line ends with the Löwdin spin population.
Element x y z (Å)
Na: 1.30901 -1.31344 4.49416  0.04
Na: -0.77849 3.19501 -2.05916  0.45
Na: 3.46159 -0.05537 -0.81079  0.07
Na: 2.25338 3.52449 1.69592  0.08
Na: -2.73950 1.97574 2.90635  0.13
P: -1.08996 5.33720 3.37338  0.00
F: -2.38983 4.47792 3.05853  0.01
F: -1.79949 5.83475 4.80819  0.00
F: -0.39238 4.07470 4.07684  0.00
F: 0.18770 6.28896 3.62052  0.00
F: -0.45983 4.86739 1.99239  0.01
F: -1.78738 6.58584 2.62043  0.00
P: 4.18378 -1.98618 2.64568  0.00
F: 4.98656 -3.29369 2.02198  0.00
F: 4.55795 -2.45707 4.20558  0.00
F: 5.53914 -1.07321 2.60882  0.00
F: 3.41966 -0.73644 3.35934  0.00
F: 3.76877 -1.33347 1.16708  0.00
F: 2.80014 -2.74419 2.59739  0.00
P: 0.59204 0.76241 1.10442  0.01
F: 0.55251 1.94263 -0.06137  0.07
F: -0.96992 0.24465 0.72720  0.01
F: 1.22368 -0.43183 0.15260  0.01
F: 0.64008 -0.24907 2.40629  0.01
F: 2.05142 1.24670 1.31947  0.00
F: -0.04909 1.92965 2.00607  0.01
P: 5.87372 3.07545 0.33880  0.00
F: 6.35577 3.53624 1.78695  0.00
F: 7.14261 3.62030 -0.55783  0.00
F: 6.50337 1.57922 0.46130  0.00
F: 5.24213 2.60881 -1.06119  0.00
F: 4.59136 2.54831 1.11655  0.00
F: 5.20898 4.54113 0.14602  0.00
C: 0.48730 -3.87561 0.40282  0.00
C: -0.86749 -3.50944 -0.31009  0.00
C: -0.63973 -3.08355 -1.75950  0.00
O: -1.78860 -3.65209 -2.42116  0.00
C: -2.33866 -4.61743 -1.69351  0.00
O: -3.28297 -5.31365 -1.99154  0.00
O: -1.64459 -4.68321 -0.54817  0.00
H: 1.37170 -3.24231 0.47262  0.00
H: 0.87824 -4.60267 -0.30897  0.00
H: 0.48136 -4.39019 1.36369  0.00
H: -1.37051 -2.87620 0.42071  0.00
H: 0.24916 -3.59169 -2.13335  0.00
H: -0.49857 -2.00556 -1.83773  0.00
C: -5.24453 -0.49382 -5.28143  0.00
C: -5.20096 -0.46408 -3.67663  0.00
C: -4.63393 -1.73194 -3.05755  0.00
O: -3.90609 -1.20912 -1.91490  0.00
C: -3.62692 0.07425 -2.05574  0.01
O: -2.73176 0.68055 -1.60281  0.05
O: -4.20438 0.53584 -3.26017  0.01
H: -5.68041 0.42967 -5.66258  0.00
H: -6.00929 -1.15165 -5.69434  0.00
H: -4.27550 -0.59626 -5.76989  0.00
H: -6.18177 -0.14464 -3.32441  0.00
H: -3.90493 -2.15096 -3.75115  0.00
H: -5.42571 -2.45771 -2.87200  0.00

Force components x, y, z for each atom (eV/Å):
Na 0.7460 0.0606 -0.6933
Na -0.0706 -0.1835 0.1419
Na 0.3323 0.1874 0.6682
Na 0.2417 0.2062 -0.0897
Na 0.4603 0.6957 -0.2325
P -0.2654 4.0029 1.4168
F -1.4840 -1.8706 -0.1276
F 1.0170 -0.9308 -1.2352
F 0.0962 -0.4278 0.6097
F 0.1788 -0.6809 0.5680
F 0.7995 -0.7815 -1.4079
F -0.2215 -0.1959 -0.0009
P 4.0647 0.6379 0.8063
F -1.3360 1.7262 0.4166
F -0.7197 -0.3665 -1.5324
F -1.0450 -1.0259 -0.1970
F -1.0395 0.7242 0.2289
F 0.3260 -0.4502 -0.1824
F -1.0234 -1.0804 0.5189
P -3.1403 -0.9848 -1.5745
F -0.3498 -1.1693 -1.1601
F 2.1493 0.4991 0.5207
F -0.8021 0.8007 -0.0174
F -0.0885 0.4176 -0.3946
F 2.1231 0.4301 1.4996
F -0.0495 -0.1895 1.4304
P 2.3278 0.9039 -1.3321
F 1.6255 0.0650 -0.2017
F -0.1346 -0.5234 1.6537
F 0.3255 0.6708 0.3350
F -1.4026 -0.5813 -0.8465
F -2.9678 -0.8008 0.3630
F -0.7358 0.0260 0.0558
C 0.3058 -1.6052 -1.4921
C 1.9580 -0.1391 1.1462
C -0.1376 -0.1154 1.0392
O 0.0710 1.5186 -1.5148
C -0.6925 -0.7012 0.3401
O 1.5396 1.1706 0.2783
O -0.3457 -1.0600 1.6544
H -0.7725 1.2110 -0.1653
H 0.1943 -0.6345 0.1872
H -0.8244 0.0969 0.0049
H -0.6882 0.4723 -0.8306
H 0.0032 0.0024 -0.1122
H -0.6641 -0.0540 -0.5292
C -0.7149 0.8283 1.2159
C 0.8771 0.7416 -2.4843
C -0.1403 1.0936 -0.7846
O -0.8621 -1.3459 1.2385
C -0.0821 -0.3789 -5.2034
O 0.8854 1.0702 2.2852
O -1.1342 -0.9413 1.2523
H 0.3709 0.5605 0.4118
H 0.3877 -0.8579 0.4096
H -0.0234 -0.3570 0.3334
H 0.0474 -0.1948 0.2744
H 0.1034 -0.1927 0.2358
H 0.4008 0.0009 0.8018